(1)
{"formula": "C40H86F3N10O10S", "method": "the ωB97M-V functional and the def2-TZVPD basis", "total_charge": 0, "energy_ev": -97241.222, "s_squared": 0.75, "e_homo_ev": [-7.629, -8.307], "multiplicity": 2, "gap_ev": [7.98, 8.66], "fmax_ev_per_a": 1.33, "species": ["C", "C", "S", "C", "C", "C", "F", "F", "F", "C", "C", "C", "C", "N", "O", "C", "C", "C", "C", "H", "H", "H", "H", "H", "H", "H", "H", "H", "H", "H", "H", "H", "H", "H", "H", "H", "H", "H", "H", "H", "H", "H", "C", "C", "O", "N", "C", "H", "H", "H", "H", "H", "H", "H", "C", "C", "O", "N", "C", "H", "H", "H", "H", "H", "H", "H", "C", "C", "O", "N", "C", "H", "H", "H", "H", "H", "H", "H", "C", "C", "O", "N", "C", "H", "H", "H", "H", "H", "H", "H", "C", "C", "O", "N", "C", "H", "H", "H", "H", "H", "H", "H", "C", "C", "O", "N", "C", "H", "H", "H", "H", "H", "H", "H", "C", "C", "O", "N", "C", "H", "H", "H", "H", "H", "H", "H", "C", "C", "O", "N", "C", "H", "H", "H", "H", "H", "H", "H", "C", "C", "O", "N", "C", "H", "H", "H", "H", "H", "H", "H"], "coordinates": [[-2.871118, 1.297259, -1.572193], [-2.999802, 2.811571, -1.527500], [-3.793562, 3.604277, -2.957109], [-3.493513, 2.497631, -4.358142], [-2.982657, 3.142581, -5.694491], [-4.171191, 3.075968, -6.656199], [-4.558039, 1.780199, -6.892672], [-5.263618, 3.729508, -6.162939], [-3.895261, 3.617950, -7.881867], [-2.467373, 4.581826, -5.630689], [-1.000797, 4.807375, -5.220150], [-0.753704, 4.847957, -3.708602], [-0.639733, 6.224446, -5.706003], [-0.083677, 3.858708, -5.895239], [0.313678, 4.236723, -7.050700], [-0.471136, 2.426540, -5.815471], [-0.173323, 1.816419, -4.444181], [0.428578, 1.654393, -6.800728], [-1.907091, 2.201556, -6.283966], [-2.378650, 0.977994, -0.654350], [-2.260026, 0.933554, -2.391051], [-3.835356, 0.796086, -1.607963], [-2.021077, 3.243348, -1.328593], [-3.627712, 3.059544, -0.676699], [-2.828882, 1.688302, -4.092513], [-4.446682, 2.018494, -4.556488], [-2.540618, 4.979565, -6.641186], [-3.103922, 5.223000, -5.027809], [0.288464, 5.114072, -3.548588], [-1.350530, 5.650048, -3.287063], [-0.980144, 3.921391, -3.204513], [0.426661, 6.400241, -5.641663], [-1.157931, 6.934633, -5.063776], [-0.997479, 6.408611, -6.712037], [-0.353416, 0.751982, -4.569421], [0.865229, 1.954280, -4.156470], [-0.855620, 2.144703, -3.667637], [1.471279, 1.883296, -6.613692], [0.272609, 0.596445, -6.595316], [0.149562, 1.827341, -7.832423], [-1.898039, 2.302884, -7.368306], [-2.190359, 1.170667, -6.087193], [4.493567, 1.232998, -3.088895], [3.505098, 2.129899, -2.382130], [2.500385, 2.547887, -2.943902], [3.765066, 2.452049, -1.094502], [4.889276, 2.042638, -0.259298], [4.142986, 1.067879, -4.102920], [5.478184, 1.699553, -3.127346], [4.573108, 0.271286, -2.581337], [3.068061, 3.054177, -0.686601], [4.529124, 1.514012, 0.613540], [5.437003, 2.923493, 0.077575], [5.565247, 1.398827, -0.812006], [2.581280, 1.624690, 3.137346], [4.026737, 1.658234, 3.581787], [4.949242, 1.480690, 2.794811], [4.264663, 1.888233, 4.891748], [3.301445, 2.118927, 5.961773], [2.548377, 1.427606, 2.069669], [2.037786, 0.834595, 3.655901], [2.094977, 2.580464, 3.334217], [5.244335, 1.888605, 5.126824], [3.487532, 3.096567, 6.411501], [3.409390, 1.356814, 6.725968], [2.284597, 2.091223, 5.589606], [-0.754018, -2.859237, -3.264779], [-1.591321, -1.923182, -4.100454], [-1.099665, -1.240280, -4.994447], [-2.911263, -1.859190, -3.838021], [-3.672301, -2.587615, -2.840473], [0.275887, -2.792950, -3.601057], [-0.799062, -2.580194, -2.211345], [-1.099035, -3.887185, -3.380835], [-3.410705, -1.224373, -4.440435], [-4.439490, -3.184378, -3.334960], [-4.161250, -1.884698, -2.163794], [-3.031612, -3.244126, -2.262696], [-8.349843, -1.689540, -4.178394], [-7.865044, -3.111346, -4.013331], [-7.498303, -3.548703, -2.935327], [-7.842191, -3.896056, -5.121811], [-8.226675, -3.550934, -6.475667], [-8.304970, -1.198089, -3.211954], [-7.717789, -1.144602, -4.880776], [-9.380128, -1.670593, -4.535085], [-7.502486, -4.828076, -4.946578], [-9.030968, -4.205204, -6.816728], [-7.374071, -3.672021, -7.146681], [-8.567581, -2.523110, -6.529527], [-2.114201, -2.552956, -7.762518], [-3.400975, -3.319912, -7.578383], [-3.749560, -3.769124, -6.495868], [-4.183012, -3.499701, -8.677667], [-3.944093, -3.042699, -10.033862], [-1.600524, -2.484389, -6.812048], [-1.466200, -3.059976, -8.479458], [-2.320867, -1.541191, -8.114503], [-5.024575, -4.020370, -8.492245], [-4.752878, -2.384807, -10.356555], [-3.900035, -3.894637, -10.714696], [-3.008525, -2.498949, -10.095197], [2.182450, -0.791319, 10.076297], [2.022500, 0.573201, 9.462606], [1.868911, 0.717433, 8.257163], [2.055162, 1.653949, 10.286118], [2.227835, 1.681485, 11.726316], [2.132356, -1.534251, 9.286456], [3.151995, -0.873923, 10.570269], [1.383052, -0.990005, 10.791643], [1.940608, 2.530709, 9.803800], [1.360456, 2.157432, 12.187012], [3.114968, 2.267830, 11.973189], [2.341430, 0.680616, 12.125646], [8.203704, 0.953703, 11.133494], [6.726980, 1.234013, 10.988045], [5.957232, 0.417974, 10.510369], [6.273396, 2.442525, 11.417300], [7.025458, 3.529029, 12.016870], [8.402027, -0.041913, 10.750694], [8.791953, 1.673926, 10.563917], [8.503445, 0.994638, 12.181131], [5.282403, 2.562379, 11.285439], [6.638598, 3.747682, 13.013625], [6.932622, 4.430043, 11.408272], [8.075059, 3.270762, 12.099358], [4.236014, -2.541317, 7.028224], [3.022623, -3.427421, 7.169312], [2.713256, -3.941967, 8.235850], [2.268684, -3.638120, 6.062587], [2.465889, -3.119817, 4.717223], [4.730720, -2.464509, 7.991586], [4.937473, -2.959477, 6.305527], [3.938607, -1.541377, 6.708044], [1.474473, -4.234251, 6.228507], [1.594421, -2.528072, 4.426243], [2.572706, -3.946082, 4.013710], [3.348510, -2.490868, 4.670596], [-0.367845, -5.209404, 1.730680], [0.664267, -5.722462, 2.706529], [1.854488, -5.486579, 2.573843], [0.221691, -6.463602, 3.756240], [-1.141916, -6.842948, 4.080198], [0.143203, -4.641192, 0.960166], [-0.902194, -6.036484, 1.262398], [-1.084685, -4.558490, 2.232715], [0.960478, -6.777759, 4.365942], [-1.413865, -6.459807, 5.064831], [-1.233619, -7.929822, 4.096265], [-1.835857, -6.445676, 3.348086]], "forces_ev_per_angstrom": [[0.035, -0.072, 0.269], [0.157, -0.448, -0.039], [-0.283, 0.117, 0.139], [-0.162, 0.140, -0.198], [0.083, -0.690, 0.408], [-0.285, 0.161, -0.475], [0.121, 0.883, 0.114], [0.629, -0.378, -0.421], [-0.371, -0.420, 0.884], [0.049, -0.088, -0.449], [0.335, 1.177, 0.393], [0.131, -0.052, -0.276], [-0.471, -0.095, 0.135], [-1.235, -0.184, -0.467], [0.257, 0.078, -0.033], [1.085, -0.753, -0.126], [-0.438, -0.223, -0.246], [-0.412, -0.289, 0.430], [-0.239, 0.480, -0.309], [0.050, -0.076, 0.092], [0.095, -0.005, -0.104], [-0.170, 0.037, -0.116], [0.123, 0.154, -0.175], [-0.148, 0.222, 0.009], [0.187, 0.092, 0.213], [-0.098, -0.087, -0.070], [0.012, -0.058, -0.158], [-0.081, -0.060, 0.236], [0.182, -0.197, 0.091], [-0.241, -0.040, 0.133], [0.035, 0.042, 0.173], [0.160, 0.022, -0.053], [0.019, 0.090, 0.127], [0.256, -0.055, -0.247], [0.039, -0.119, 0.141], [-0.117, 0.244, 0.103], [0.212, 0.155, 0.175], [0.161, 0.122, -0.145], [0.022, -0.138, -0.007], [0.219, 0.271, -0.165], [-0.051, 0.183, -0.131], [0.094, -0.186, 0.080], [-0.037, 0.006, -0.062], [-0.107, 0.021, -0.053], [0.182, 0.036, 0.103], [0.173, -0.084, -0.040], [-0.337, 0.253, -0.229], [-0.053, 0.037, 0.002], [0.042, -0.068, 0.047], [0.089, 0.012, 0.018], [-0.008, 0.017, 0.028], [0.137, -0.097, 0.143], [0.095, -0.065, 0.029], [-0.013, 0.009, -0.050], [0.045, -0.006, -0.074], [0.111, -0.036, -0.051], [-0.116, -0.013, 0.149], [-0.196, 0.065, -0.050], [0.545, 0.002, -0.085], [0.058, -0.011, -0.007], [-0.061, 0.058, 0.042], [-0.067, -0.039, 0.056], [0.019, -0.010, 0.030], [-0.126, 0.005, 0.025], [-0.152, -0.003, 0.079], [-0.016, -0.039, -0.020], [0.064, 0.011, -0.042], [-0.037, 0.017, -0.070], [0.024, -0.089, 0.023], [0.130, 0.102, 0.245], [-0.204, 0.171, -0.308], [-0.005, 0.046, -0.042], [-0.034, -0.075, 0.025], [-0.025, -0.003, 0.077], [-0.065, -0.068, -0.075], [-0.011, -0.083, 0.110], [-0.008, -0.085, 0.084], [0.049, -0.002, -0.015], [0.010, -0.006, 0.051], [0.075, -0.018, 0.003], [0.027, 0.039, 0.061], [-0.115, 0.104, -0.025], [0.137, -0.280, 0.131], [0.019, -0.046, 0.039], [-0.067, 0.017, -0.053], [0.021, 0.052, -0.071], [0.048, -0.012, -0.018], [-0.036, 0.073, -0.062], [-0.024, 0.085, -0.051], [-0.001, 0.023, 0.012], [-0.050, -0.120, -0.006], [0.007, -0.006, 0.063], [-0.012, 0.036, 0.001], [0.105, 0.087, -0.040], [-0.257, -0.179, 0.132], [-0.029, 0.025, 0.057], [-0.023, 0.083, -0.078], [0.072, -0.001, -0.067], [-0.012, -0.030, -0.013], [0.067, 0.054, -0.062], [0.066, 0.052, -0.063], [0.019, 0.011, 0.019], [0.037, -0.007, -0.021], [0.025, -0.165, -0.134], [-0.056, 0.112, 0.068], [0.013, -0.139, 0.040], [-0.099, 0.320, -0.375], [-0.004, -0.011, -0.005], [-0.039, -0.012, 0.084], [0.077, -0.011, 0.086], [-0.027, 0.023, 0.003], [0.040, -0.070, 0.152], [0.009, -0.089, 0.197], [0.031, -0.031, -0.032], [-0.013, -0.036, -0.029], [-0.044, -0.070, 0.001], [-0.048, -0.019, -0.016], [0.155, 0.010, 0.027], [-0.351, -0.028, -0.085], [-0.058, -0.021, -0.018], [0.044, 0.027, 0.071], [0.057, 0.060, -0.015], [-0.023, 0.031, -0.016], [0.102, 0.025, 0.037], [0.105, 0.032, 0.026], [0.018, -0.024, -0.007], [0.010, 0.038, 0.043], [-0.098, -0.093, 0.132], [0.044, 0.069, 0.008], [0.171, 0.132, -0.086], [-0.241, -0.252, 0.135], [-0.062, -0.046, 0.049], [-0.015, 0.079, -0.065], [0.056, 0.001, -0.070], [-0.025, -0.019, -0.010], [0.083, 0.088, -0.077], [0.073, 0.144, -0.037], [0.009, 0.017, 0.043], [0.041, 0.019, -0.025], [0.072, -0.047, 0.007], [-0.049, -0.017, -0.084], [-0.120, 0.097, -0.025], [0.295, -0.069, 0.139], [0.065, -0.006, 0.019], [-0.079, 0.028, 0.028], [-0.067, -0.051, -0.023], [0.010, -0.038, 0.001], [-0.098, 0.005, -0.026], [-0.099, 0.004, -0.028], [0.000, 0.016, -0.024]]}

(2)
{"formula": "H2N5O2", "method": "the ωB97M-V functional and the def2-TZVPD basis", "total_charge": -1, "energy_ev": -11572.363, "e_homo_ev": -4.215, "gap_ev": 7.92, "fmax_ev_per_a": 3.15, "de_lowest_kj_mol": 174.15, "species": ["N", "N", "N", "N", "N", "O", "O", "H", "H"], "coordinates": [[0.046006, -1.015361, -1.516819], [0.479213, 0.079607, -1.378979], [0.150990, 1.246828, 0.912677], [-0.777497, -1.773932, -1.952504], [0.119214, 0.536415, 1.995579], [-0.765842, -2.985289, -1.911992], [0.205443, 1.110066, 3.079543], [0.214625, 0.501252, -0.340823], [0.327848, 2.300413, 1.113317]], "forces_ev_per_angstrom": [[-0.278, 0.467, 0.063], [1.166, 1.208, 0.210], [0.219, 1.013, 0.637], [-1.114, 0.982, -0.570], [-0.215, 0.091, -1.287], [-0.014, -3.151, -0.085], [0.186, 0.561, 0.829], [0.445, 0.642, 0.210], [-0.395, -1.812, -0.007]]}

(3)
{"formula": "C8H15N2O3", "method": "the ωB97M-V functional and the def2-TZVPD basis", "total_charge": 1, "energy_ev": -17652.756, "e_homo_ev": -12.195, "gap_ev": 7.93, "fmax_ev_per_a": 6.08, "de_lowest_kj_mol": 373.15, "species": ["O", "C", "O", "C", "C", "N", "C", "C", "N", "H", "H", "H", "H", "H", "H", "H", "C", "C", "C", "O", "H", "H", "H", "H", "H", "H", "H", "H"], "coordinates": [[-0.065084, -0.560654, 1.048949], [-1.240368, -0.591501, 0.571421], [-2.316879, -0.361989, 1.471488], [-1.563094, -0.926369, -0.976678], [-0.766602, -2.281437, -1.334697], [-1.487106, -3.249570, -2.149658], [-0.575489, -4.406460, -2.324480], [0.717372, -4.057174, -1.551701], [0.553422, -2.714107, -0.981104], [-3.061665, -0.995483, 1.308116], [-1.345800, -0.060145, -1.691245], [-2.686686, -1.216320, -1.004205], [-2.439589, -3.173709, -2.547903], [-0.790391, -5.359820, -2.917919], [1.624954, -4.736798, -1.453411], [1.242673, -2.181000, -0.429526], [1.713397, 2.130509, 1.987765], [1.643258, 3.275517, 0.990330], [0.398433, 4.121664, 1.205065], [1.635351, 2.748604, -0.335917], [0.852105, 1.463500, 1.877912], [2.606792, 1.524057, 1.814123], [1.737538, 2.502737, 3.015270], [2.534258, 3.902033, 1.086523], [-0.509015, 3.523523, 1.068335], [0.355059, 4.933472, 0.473803], [0.383074, 4.553876, 2.208858], [0.850081, 2.193044, -0.429515]], "forces_ev_per_angstrom": [[-5.020, -0.130, -2.825], [2.839, 0.086, 2.711], [1.341, -1.246, -2.241], [-0.089, -1.432, 1.274], [-0.608, -0.674, -1.079], [5.623, -0.565, 2.249], [2.991, 2.605, 2.719], [-4.234, 0.121, -2.058], [-4.426, -2.426, -2.991], [0.708, 0.919, -0.046], [-0.138, -1.255, 1.150], [1.921, 0.639, -0.298], [0.994, 0.192, 0.542], [0.167, 1.824, 1.066], [-1.385, 1.440, -0.004], [-0.741, -0.170, -0.236], [0.217, -0.083, 0.119], [-0.575, -0.293, 0.273], [0.038, 0.326, -0.067], [0.217, -0.037, -0.342], [0.008, 0.201, 0.069], [-0.023, 0.118, 0.039], [-0.010, -0.060, -0.066], [-0.044, -0.107, -0.249], [0.064, -0.084, 0.121], [0.069, -0.047, 0.106], [-0.053, -0.040, -0.080], [0.151, 0.178, 0.145]]}